{
  "formula": "C16H19F2NSV",
  "method": "ωB97M-V/def2-TZVPD",
  "charge": 0,
  "homo_lumo_gap_ev": [7.4, 8.3],
  "largest_force_ha_per_bohr": 0.027,
  "total_energy_ev": -60347.993,
  "e_above_lowest_ev": 0.595,
  "e_lumo_ev": [0.3121, 0.3692],
  "s2": 3.768,
  "spin_multiplicity": 4,
  "homo_energy_ev": [-7.1, -7.9],
  "elements": ["V", "C", "C", "C", "C", "C", "C", "C", "C", "C", "C", "H", "H", "H", "H", "H", "H", "H", "H", "H", "H", "H", "H", "H", "H", "S", "C", "C", "C", "C", "C", "N", "H", "H", "H", "H", "F", "C", "F", "H"],
  "xyz": [[0.70, 0.69, -0.45], [2.43, -1.47, 1.17], [1.83, -0.52, 2.21], [2.79, 0.62, 2.52], [0.43, -0.04, 1.83], [-0.58, -1.00, 1.59], [-1.90, -0.63, 1.43], [-2.29, 0.72, 1.45], [-3.72, 1.12, 1.23], [-1.30, 1.67, 1.67], [0.03, 1.30, 1.87], [3.29, -1.99, 1.60], [2.79, -0.95, 0.28], [1.72, -2.23, 0.84], [1.69, -1.10, 3.13], [2.94, 1.27, 1.65], [3.78, 0.22, 2.77], [2.46, 1.24, 3.35], [-0.31, -2.05, 1.57], [-2.65, -1.39, 1.26], [-4.27, 1.12, 2.17], [-4.22, 0.44, 0.55], [-3.77, 2.12, 0.80], [-1.55, 2.72, 1.64], [0.75, 2.09, 2.07], [2.40, 0.53, -2.21], [1.10, -0.52, -2.73], [1.06, -1.28, -3.91], [-0.05, -2.04, -4.19], [-1.14, -2.07, -3.31], [-1.04, -1.32, -2.17], [0.04, -0.57, -1.88], [1.91, -1.24, -4.58], [-0.08, -2.62, -5.11], [-2.02, -2.65, -3.51], [-1.84, -1.28, -1.44], [0.33, 3.48, -0.47], [-0.17, 2.38, -1.26], [-1.58, 2.52, -1.15], [0.03, 2.71, -2.28]]
}